(1)
ORCA calculation (the ωB97M-V functional and the def2-TZVPD basis) on 8 unconnected molecules or ions with the total composition C34H89N9O14 in a non-equilibrium geometry.

CARTESIAN COORDINATES (ANGSTROEM)
C  -2.603  1.939  3.263
O  -1.823  1.039  3.536
N  -2.315  3.118  2.998
N  -3.909  1.835  3.256
H  -1.325  3.317  2.980
H  -3.052  3.806  3.056
H  -4.325  0.935  3.450
H  -4.251  2.477  2.554
C  -0.657  3.904  -0.890
O  -0.934  2.774  -0.596
N  -0.040  4.287  -1.993
N  -1.026  4.799  -0.086
H  0.179  5.268  -2.081
H  0.003  3.621  -2.751
H  -1.446  4.404  0.743
H  -0.780  5.743  -0.347
C  -1.792  -5.524  1.633
O  -1.196  -6.830  1.703
C  -0.343  -7.224  0.678
C  0.970  -6.412  0.647
N  0.917  -5.268  -0.231
C  0.989  -5.712  -1.630
C  2.084  -6.753  -2.010
O  3.403  -6.229  -1.806
C  4.426  -6.953  -2.476
H  -2.851  -5.703  1.452
H  -1.344  -4.984  0.798
H  -1.683  -4.953  2.555
H  -0.810  -7.143  -0.303
H  -0.161  -8.294  0.779
H  1.928  -6.931  0.657
H  1.118  -6.019  1.653
H  1.687  -4.678  0.051
H  1.210  -4.811  -2.203
H  0.020  -6.146  -1.873
H  1.919  -7.039  -3.049
H  1.964  -7.643  -1.392
H  3.945  -7.473  -3.304
H  4.773  -7.787  -1.865
H  5.270  -6.308  -2.720
C  -2.968  0.610  -3.512
O  -1.707  0.479  -4.197
C  -0.525  0.642  -3.380
C  0.674  1.363  -3.947
N  0.138  2.702  -4.359
C  1.105  3.480  -5.101
C  0.582  4.910  -5.357
O  -0.772  4.898  -5.935
C  -1.339  6.246  -5.837
H  -3.007  -0.253  -2.847
H  -3.873  0.655  -4.118
H  -3.020  1.531  -2.931
H  -0.236  -0.251  -2.825
H  -0.822  1.367  -2.623
H  1.031  0.947  -4.889
H  1.426  1.282  -3.163
H  -0.856  2.816  -4.493
H  1.400  2.955  -6.010
H  2.055  3.675  -4.603
H  1.373  5.322  -5.984
H  0.674  5.515  -4.454
H  -1.117  6.950  -6.640
H  -1.124  6.866  -4.967
H  -2.421  6.219  -5.964
C  3.776  -2.892  -3.045
O  3.758  -1.649  -2.377
C  2.953  -1.542  -1.213
C  3.546  -0.722  -0.103
N  4.657  -1.428  0.540
C  4.669  -1.294  1.992
C  5.630  -2.331  2.581
O  5.356  -2.290  3.969
C  6.267  -3.091  4.749
H  2.857  -3.327  -3.438
H  4.280  -3.592  -2.378
H  4.487  -2.769  -3.862
H  2.864  -2.475  -0.657
H  1.975  -1.221  -1.572
H  2.799  -0.482  0.655
H  3.808  0.218  -0.588
H  4.615  -2.427  0.398
H  3.717  -1.355  2.520
H  5.097  -0.312  2.193
H  6.665  -2.132  2.302
H  5.407  -3.320  2.182
H  6.011  -4.127  4.527
H  5.973  -2.902  5.781
H  7.300  -2.859  4.490
C  -1.267  10.320  2.119
O  -0.655  9.368  2.956
C  0.059  8.267  2.427
C  0.001  7.138  3.493
N  0.628  5.968  3.043
C  0.539  4.843  3.916
C  0.959  3.567  3.119
O  2.378  3.196  3.318
C  2.774  2.103  2.541
H  -1.901  9.876  1.352
H  -0.526  10.930  1.602
H  -1.977  10.892  2.716
H  1.105  8.538  2.283
H  -0.237  7.842  1.468
H  -0.992  6.807  3.797
H  0.434  7.555  4.402
H  1.542  6.169  2.663
H  -0.511  4.694  4.170
H  1.092  5.000  4.842
H  0.956  3.608  2.030
H  0.317  2.782  3.519
H  3.509  2.529  1.858
H  1.862  1.666  2.133
H  3.303  1.495  3.275
C  -6.857  -1.551  3.696
O  -5.788  -0.957  3.054
C  -5.259  -1.915  2.108
C  -3.850  -1.419  1.578
N  -3.286  -2.424  0.681
C  -3.759  -2.288  -0.660
C  -3.024  -3.315  -1.541
O  -3.482  -2.975  -2.915
C  -3.380  -3.996  -3.943
H  -6.566  -2.495  4.157
H  -7.675  -1.627  2.979
H  -7.264  -0.793  4.365
H  -5.920  -2.014  1.247
H  -5.151  -2.933  2.485
H  -3.302  -1.340  2.517
H  -3.814  -0.429  1.123
H  -2.279  -2.361  0.629
H  -3.422  -1.356  -1.115
H  -4.848  -2.311  -0.692
H  -3.151  -4.370  -1.299
H  -1.954  -3.134  -1.440
H  -3.942  -4.770  -3.419
H  -2.349  -4.235  -4.200
H  -4.003  -3.626  -4.757
C  -0.211  -1.415  1.649
C  -0.605  -0.111  0.958
O  0.366  0.366  -0.020
O  -0.492  -2.546  0.829
H  -0.658  -1.499  2.639
H  0.866  -1.334  1.795
H  -0.525  0.722  1.656
H  -1.579  -0.220  0.481
H  0.231  1.270  -0.315
H  0.264  -2.810  0.299

Properties
Total charge: -1
Highest occupied orbital energy (alpha / beta) (eV): 0.30 / -6.25
⟨S²⟩: 0.750
Molecular weight (g mol⁻¹): 848.1
Frontier orbital gap (alpha / beta) (eV): 1.58 / 8.12
Multiplicity: 2
Calculated total energy (Eh): -2894.59694

---

(2)
ORCA calculation (the ωB97M-V functional and the def2-TZVPD basis) on a gas-phase ion, C5H9O (charge +1) in a non-equilibrium geometry.

CARTESIAN COORDINATES (ANGSTROEM)
C  -0.909  -0.287  0.893
C  0.308  -1.231  0.505
C  -1.234  0.491  -0.386
C  1.144  1.255  -0.404
C  1.085  -0.441  -0.505
O  0.101  0.525  -1.108
H  -1.828  -0.813  0.932
H  -0.572  0.304  1.851
H  0.787  -1.599  1.372
H  -0.126  -2.017  -0.078
H  -1.796  -0.144  -1.051
H  -1.451  1.563  -0.275
H  0.840  1.444  0.610
H  1.802  1.686  -1.066
H  1.847  -0.736  -1.291

Properties
Total charge: +1
Energy above the lowest of the compared OMol25 structures with the same formula, charge and spin (kcal per mole): 42.7
Highest occupied orbital energy (eV): -15.71
Molecular weight (g mol⁻¹): 85.1
Frontier orbital gap (eV): 12.78
Calculated total energy (Eh): -270.76861

---

(3)
ORCA calculation (the ωB97M-V functional and the def2-TZVPD basis) on a molecular structure, C3H4CsO2 in a non-equilibrium geometry.

CARTESIAN COORDINATES (ANGSTROEM)
C  0.485  -0.143  0.975
C  0.884  -1.435  0.794
H  0.425  -2.244  1.365
H  1.811  -1.593  0.239
C  0.259  0.221  -0.524
O  -0.747  0.821  -0.882
Cs  -2.720  3.185  -4.111
H  1.175  0.216  -1.139
O  -0.484  0.166  1.842
H  -1.089  0.807  1.443

Properties
Total charge: +1
Highest occupied orbital energy (eV): -11.72
Molecular weight (g mol⁻¹): 205.0
Frontier orbital gap (eV): 7.80
Calculated total energy (Eh): -287.05086

---

(4)
ORCA calculation (the ωB97M-V functional and the def2-TZVPD basis) on C2H2ClN in the gas phase in a non-equilibrium geometry.

CARTESIAN COORDINATES (ANGSTROEM)
C  -0.752  -0.074  1.450
C  -0.360  -0.184  0.349
N  0.187  0.286  -1.205
Cl  1.874  0.567  -1.074
H  -1.005  -0.057  2.454
H  0.057  -0.539  -1.974

Properties
Total charge: 0
Energy above the lowest of the compared OMol25 structures with the same formula, charge and spin (kcal per mole): 98.9
SMILES: C#CNCl
Highest occupied orbital energy (eV): -9.90
Molecular weight (g mol⁻¹): 75.5
Frontier orbital gap (eV): 10.03
Calculated total energy (Eh): -592.17105

---

(5)
ORCA calculation (the ωB97M-V functional and the def2-TZVPD basis) on a molecular structure, C6H13N2 in a non-equilibrium geometry.

CARTESIAN COORDINATES (ANGSTROEM)
C  -0.034  0.277  2.108
C  0.385  1.304  0.980
C  -1.613  0.245  -0.051
C  -1.407  0.454  -1.547
C  -0.270  0.010  0.554
C  1.896  -1.043  -0.226
N  -0.430  0.000  -2.170
N  0.456  -1.105  -0.160
H  0.653  -0.283  2.687
H  -0.887  0.487  2.627
H  -0.207  2.167  0.926
H  1.451  1.418  0.716
H  -2.240  1.023  0.449
H  -2.208  -0.633  -0.096
H  -2.200  1.013  -2.049
H  2.288  -0.583  0.644
H  2.314  -2.010  -0.470
H  2.147  -0.315  -0.952
H  -0.392  0.188  -3.180
H  0.118  -0.677  -1.257
H  0.178  -1.936  0.465

Properties
Total charge: +1
Energy above the lowest of the compared OMol25 structures with the same formula, charge and spin (kcal per mole): 57.0
Highest occupied orbital energy (eV): -13.98
Molecular weight (g mol⁻¹): 113.2
Frontier orbital gap (eV): 10.78
Calculated total energy (Eh): -345.60512

---

Please write out number 2 again, unchanged.
ORCA calculation (the ωB97M-V functional and the def2-TZVPD basis) on a gas-phase ion, C5H9O (charge +1) in a non-equilibrium geometry.

CARTESIAN COORDINATES (ANGSTROEM)
C  -0.909  -0.287  0.893
C  0.308  -1.231  0.505
C  -1.234  0.491  -0.386
C  1.144  1.255  -0.404
C  1.085  -0.441  -0.505
O  0.101  0.525  -1.108
H  -1.828  -0.813  0.932
H  -0.572  0.304  1.851
H  0.787  -1.599  1.372
H  -0.126  -2.017  -0.078
H  -1.796  -0.144  -1.051
H  -1.451  1.563  -0.275
H  0.840  1.444  0.610
H  1.802  1.686  -1.066
H  1.847  -0.736  -1.291

Properties
Total charge: +1
Energy above the lowest of the compared OMol25 structures with the same formula, charge and spin (kcal per mole): 42.7
Highest occupied orbital energy (eV): -15.71
Molecular weight (g mol⁻¹): 85.1
Frontier orbital gap (eV): 12.78
Calculated total energy (Eh): -270.76861